Run 1
This record from the Open Molecules 2025 dataset describes an isolated molecule of C3HNO2. The level of theory is ωB97M-V/def2-TZVPD.

```
! RIJCOSX wB97M-V def2-TZVPD def2/J DEFGRID3
* xyz 0 1
O -1.797 -1.223 -0.449
C -1.380 -0.214 0.003
C 0.392 0.095 0.173
O -0.254 0.609 -0.790
C 1.833 0.138 0.134
N 2.988 0.097 0.234
H -1.797 0.502 0.708
*
```

Properties
LUMO energy	-1.5	eV
frontier orbital gap	0.32261	Eh
HOMO energy	-10.320	eV

=====

Run 2
This record from the Open Molecules 2025 dataset describes an isolated molecule of C3HNO2. The level of theory is ωB97M-V/def2-TZVPD.

```
! RIJCOSX wB97M-V def2-TZVPD def2/J DEFGRID3
* xyz 0 1
N -0.636 2.615 -0.868
C -0.429 1.527 -0.525
C 0.065 0.152 -0.274
O 0.991 -0.208 -0.963
C -0.060 -1.055 0.702
O 0.462 -1.076 1.778
H -0.393 -1.955 0.149
*
```

Properties
LUMO energy	-1.3	eV
frontier orbital gap	0.35526	Eh
structure (SMILES)	N#CC(=O)C=O
HOMO energy	-10.926	eV

=====

Least stable of them? run 1.

=====

Run 1
This record from the Open Molecules 2025 dataset describes a cluster of 3 separate species, C6H14O3 in total. The level of theory is ωB97M-V/def2-TZVPD.

```
! RIJCOSX wB97M-V def2-TZVPD def2/J DEFGRID3
* xyz 0 1
C -0.728 1.363 -1.112
C -1.284 0.115 -1.479
C 1.774 0.995 -0.849
C -1.069 1.992 0.189
H -0.275 1.993 -1.866
H -0.299 2.678 0.542
H -1.347 -0.072 -2.547
H -2.219 -0.123 -0.976
H -0.497 -0.770 -0.989
H 2.654 0.560 -0.362
H 1.907 0.924 -1.928
H 1.670 2.025 -0.522
H -1.996 2.557 0.047
H -1.270 1.236 0.947
C 0.892 -1.943 0.721
C -0.296 -1.780 1.659
O -0.140 -2.496 2.795
O 0.683 -1.478 -0.554
O -1.250 -1.064 1.473
H -0.896 -2.312 3.375
H 1.100 0.047 -0.513
H 1.733 -1.435 1.239
H 1.153 -3.011 0.710
*
```

Properties
LUMO energy	-0.4	eV
frontier orbital gap	0.29455	Eh
HOMO energy	-8.449	eV

=====

Run 2
This record from the Open Molecules 2025 dataset describes a cluster of 2 separate species, C6H14O3 in total. The level of theory is ωB97M-V/def2-TZVPD.

```
! RIJCOSX wB97M-V def2-TZVPD def2/J DEFGRID3
* xyz 0 1
C 1.643 -0.022 -1.892
C 0.194 0.047 -1.481
C -0.192 1.445 -0.954
C 0.005 -0.960 -0.323
C -1.521 -0.949 0.267
C -1.549 -0.177 1.530
O -0.761 0.370 2.257
O -2.913 0.182 1.738
H 2.480 0.264 -1.315
H 1.929 -1.009 -2.067
H 1.824 0.550 -2.730
H -0.378 -0.073 -2.415
H -0.710 1.476 -0.033
H -0.784 1.925 -1.704
H 0.670 1.889 -0.438
H 0.142 -1.965 -0.686
H 0.724 -0.711 0.461
H -2.095 -0.513 -0.570
H -1.792 -2.027 0.411
H -3.093 0.666 2.517
O 2.158 -0.470 2.653
H 2.755 0.216 2.144
H 1.264 -0.153 2.630
*
```

Properties
LUMO energy	0.7	eV
frontier orbital gap	0.42924	Eh
structure (SMILES)	CC(C)CCC(=O)O.O
HOMO energy	-10.943	eV

=====

Least stable of them? run 1.

=====

Run 1
This record from the Open Molecules 2025 dataset describes a cluster of 3 separate species, C3H10N2OS in total. The level of theory is ωB97M-V/def2-TZVPD.

```
! RIJCOSX wB97M-V def2-TZVPD def2/J DEFGRID3
* xyz 0 1
C 0.533 0.480 1.804
C 3.474 -4.073 -0.924
C -3.300 2.324 -2.200
N 0.187 1.870 1.730
N 2.664 -3.204 -0.554
O -1.856 1.767 3.228
S -1.068 2.560 2.317
H 1.457 0.469 2.313
H 0.583 -0.093 0.933
H -0.128 -0.208 2.477
H 4.497 -3.837 -1.374
H 3.246 -5.118 -0.575
H -2.913 2.488 -1.136
H -3.097 3.178 -2.917
H -2.779 1.330 -2.487
H -4.391 2.312 -2.271
H 2.891 -2.245 -0.364
*
```

Properties
LUMO energy	-0.5	eV
frontier orbital gap	0.33513	Eh
HOMO energy	-9.574	eV

=====

Run 2
This record from the Open Molecules 2025 dataset describes a cluster of 2 separate species, C3H10N2OS in total. The level of theory is ωB97M-V/def2-TZVPD.

```
! RIJCOSX wB97M-V def2-TZVPD def2/J DEFGRID3
* xyz 0 1
C -2.183 0.048 -0.645
C 1.107 -0.406 -0.843
C -1.112 1.142 -1.091
N 2.875 -0.715 1.495
N 1.959 -0.715 2.296
O -0.063 0.685 1.323
S 0.391 1.076 0.000
H -2.010 -0.849 -1.152
H -1.907 -0.077 0.389
H -3.298 0.285 -0.858
H 2.042 -0.762 -0.389
H 0.380 -1.168 -0.992
H 1.445 -0.261 -1.857
H -1.713 2.062 -0.794
H -0.920 1.010 -2.132
H 1.625 0.116 2.751
H 1.381 -1.472 2.499
*
```

Properties
LUMO energy	0.9	eV
frontier orbital gap	0.32616	Eh
HOMO energy	-7.994	eV

=====

Least stable of them? run 2.